{
  "formula": "C35H44AlBr2N4O2S3",
  "method": "wB97M-V/def2-TZVPD",
  "fmax_ha_per_bohr": 0.003,
  "lumo_energy_ev": -8.6,
  "homo_lumo_gap_ha": 0.2976,
  "e_above_lowest_ev": 0.000,
  "total_charge": 3,
  "symbols": ["Al", "Br", "C", "C", "C", "N", "C", "C", "C", "C", "C", "Br", "C", "C", "N", "H", "H", "H", "H", "H", "H", "O", "S", "C", "C", "C", "C", "S", "O", "C", "C", "C", "C", "C", "C", "C", "C", "C", "C", "C", "C", "H", "H", "H", "H", "H", "H", "H", "H", "H", "H", "H", "H", "H", "H", "H", "H", "H", "H", "C", "C", "C", "C", "N", "C", "S", "N", "C", "C", "C", "C", "H", "H", "H", "H", "H", "H", "H", "H", "H", "H", "H", "H", "H", "H", "H", "H", "H", "H", "H", "H"],
  "positions_angstrom": [[0.6558, -0.6178, -0.6118], [-2.4583, -6.0025, 1.6834], [-1.6096, -4.4967, 0.9995], [-2.1766, -3.7807, -0.0506], [-1.5129, -2.6668, -0.5172], [-0.3504, -2.2551, 0.0030], [0.2084, -2.9580, 0.9989], [-0.3905, -4.0822, 1.5301], [1.5240, -2.4254, 1.4266], [2.2833, -2.9850, 2.4302], [3.5224, -2.4236, 2.7326], [4.5622, -3.1362, 4.0933], [3.9625, -1.3266, 2.0008], [3.1434, -0.8214, 1.0169], [1.9379, -1.3427, 0.7284], [-3.1089, -4.0925, -0.4987], [-1.9059, -2.0806, -1.3385], [0.0699, -4.6485, 2.3259], [1.9372, -3.8487, 2.9781], [4.9246, -0.8740, 2.1927], [3.4598, 0.0245, 0.4249], [1.7877, 0.7689, -1.0884], [1.9581, 2.2388, -0.5858], [1.1868, 3.2472, -1.8669], [1.4465, 2.8313, -3.3116], [0.6683, 1.5731, -3.7492], [1.6000, 0.4067, -4.0721], [0.9712, -1.2456, -3.7640], [0.5016, -1.2356, -2.2780], [-0.5195, -1.3035, -4.6947], [-0.4444, -2.0071, -5.8902], [-1.5663, -2.0545, -6.7071], [-2.7365, -1.4279, -6.3090], [-2.8026, -0.7481, -5.0946], [-1.6901, -0.6761, -4.2761], [3.6770, 2.5724, -0.8332], [4.4953, 1.7357, -1.5803], [5.8308, 2.0794, -1.7338], [6.3227, 3.2421, -1.1549], [5.4924, 4.0631, -0.4019], [4.1600, 3.7259, -0.2238], [1.5744, 4.2468, -1.6515], [0.1227, 3.2472, -1.6193], [2.5209, 2.7147, -3.4749], [1.1495, 3.6805, -3.9273], [0.0546, 1.7907, -4.6217], [-0.0244, 1.2856, -2.9557], [2.5130, 0.4356, -3.4778], [1.8958, 0.3781, -5.1243], [0.4682, -2.5141, -6.1797], [-1.5258, -2.5924, -7.6438], [-3.6112, -1.4734, -6.9435], [-3.7252, -0.2695, -4.7958], [-1.7327, -0.1504, -3.3306], [4.1061, 0.8269, -2.0182], [6.4867, 1.4407, -2.3094], [7.3634, 3.5065, -1.2836], [5.8846, 4.9599, 0.0569], [3.5144, 4.3516, 0.3819], [-4.8642, 2.4575, 1.3212], [-5.4651, 1.6912, 2.4953], [-4.5931, 0.5629, 3.0427], [-4.2663, -0.5352, 2.0304], [-3.1684, -0.1756, 1.1082], [-1.8965, 0.0724, 1.3530], [-1.0020, 0.8564, 0.0436], [-1.2310, -0.1713, 2.4682], [-1.5974, -0.8340, 3.7362], [-1.0848, -0.0527, 4.9425], [0.4045, -0.2026, 5.2525], [1.3659, 0.3355, 4.1940], [-5.4537, 3.3466, 1.1040], [-4.8527, 1.8657, 0.4010], [-3.8426, 2.7846, 1.5350], [-6.4379, 1.2836, 2.2095], [-5.6601, 2.3855, 3.3135], [-5.1076, 0.0886, 3.8813], [-3.6627, 0.9792, 3.4443], [-5.1281, -0.7259, 1.3910], [-4.0238, -1.4833, 2.5074], [-3.4585, 0.1371, 0.1942], [-0.2978, 0.2151, 2.4639], [-1.1732, -1.8432, 3.7207], [-2.6735, -0.9323, 3.7912], [-1.6486, -0.4068, 5.8072], [-1.3466, 1.0025, 4.8190], [0.6265, -1.2558, 5.4486], [0.5975, 0.3216, 6.1891], [1.3858, -0.2879, 3.2916], [2.3863, 0.3478, 4.5768], [1.1175, 1.3623, 3.9093]],
  "forces_ev_per_angstrom": [[-0.02, -0.03, 0.16], [0.00, 0.00, 0.00], [0.00, 0.00, -0.01], [0.00, -0.01, 0.01], [0.01, -0.01, 0.01], [-0.02, 0.02, -0.04], [0.01, -0.01, 0.01], [0.00, 0.01, -0.01], [0.00, -0.02, 0.01], [-0.01, 0.03, 0.00], [0.00, 0.00, 0.00], [0.00, 0.00, 0.00], [-0.01, -0.01, 0.00], [0.02, 0.00, 0.00], [0.00, 0.01, -0.03], [0.00, 0.00, 0.00], [0.00, 0.00, 0.00], [0.00, 0.00, 0.00], [0.00, 0.00, 0.00], [0.00, 0.00, 0.00], [-0.01, 0.00, -0.01], [0.01, 0.01, -0.04], [0.01, 0.02, 0.01], [0.00, -0.02, -0.03], [0.01, 0.03, 0.05], [0.03, -0.07, 0.00], [-0.01, 0.06, 0.01], [-0.01, -0.06, 0.05], [0.03, 0.05, -0.12], [-0.03, 0.00, 0.00], [0.00, 0.01, 0.00], [0.02, -0.01, 0.00], [-0.01, 0.01, 0.01], [0.00, -0.01, -0.01], [0.01, 0.00, 0.00], [0.00, -0.01, 0.00], [0.00, 0.01, 0.00], [-0.01, -0.01, -0.01], [0.00, 0.01, 0.00], [0.01, 0.00, 0.00], [0.00, -0.01, 0.00], [-0.01, 0.00, 0.00], [-0.01, 0.00, -0.02], [-0.01, 0.00, 0.00], [-0.01, 0.00, 0.00], [0.01, 0.01, 0.00], [-0.01, 0.01, 0.00], [0.02, 0.01, -0.01], [0.00, -0.01, 0.00], [0.00, 0.00, 0.00], [0.00, 0.00, 0.00], [0.00, 0.00, 0.00], [0.00, 0.00, 0.00], [0.00, 0.00, 0.01], [0.00, -0.01, -0.01], [0.00, 0.00, 0.00], [0.00, 0.00, 0.00], [0.00, 0.00, 0.00], [0.00, 0.00, 0.00], [0.00, 0.00, 0.00], [-0.01, 0.00, 0.00], [-0.01, 0.01, -0.01], [0.00, 0.01, 0.00], [-0.01, -0.01, 0.00], [-0.02, -0.01, -0.03], [0.02, 0.00, 0.00], [0.06, 0.03, 0.02], [-0.02, -0.05, -0.01], [0.01, -0.01, 0.00], [0.00, 0.01, 0.00], [0.00, 0.00, 0.01], [0.00, 0.00, 0.00], [0.00, 0.00, 0.00], [0.00, 0.01, 0.00], [0.00, 0.00, 0.00], [0.00, 0.00, 0.00], [0.00, 0.00, 0.01], [-0.02, 0.01, -0.01], [0.01, 0.01, 0.00], [0.00, -0.01, 0.00], [0.00, 0.00, 0.00], [-0.02, 0.00, 0.00], [0.00, 0.00, 0.01], [0.03, 0.00, 0.01], [-0.01, 0.01, 0.00], [0.00, 0.00, 0.00], [0.00, 0.00, 0.00], [0.00, -0.01, 0.00], [0.00, -0.01, 0.00], [0.01, 0.00, -0.01], [0.00, 0.00, 0.00]],
  "lowdin_charge": [-0.17, 0.92, -0.66, -0.05, -0.06, 0.06, -0.16, -0.02, -0.16, -0.02, -0.66, 0.93, -0.05, -0.04, 0.10, 0.13, 0.13, 0.12, 0.12, 0.13, 0.11, -0.49, 1.10, -0.29, -0.17, -0.20, -0.29, 1.19, -0.41, -0.40, -0.06, -0.03, -0.03, -0.04, -0.08, -0.41, -0.08, -0.04, -0.03, -0.03, -0.07, 0.12, 0.09, 0.12, 0.13, 0.13, 0.08, 0.07, 0.12, 0.12, 0.13, 0.13, 0.12, 0.10, 0.10, 0.12, 0.13, 0.13, 0.12, -0.10, -0.24, -0.19, -0.14, 0.05, -0.66, 0.86, 0.07, -0.14, -0.18, -0.23, -0.10, 0.09, 0.06, 0.07, 0.12, 0.12, 0.13, 0.11, 0.14, 0.11, 0.11, 0.09, 0.13, 0.09, 0.13, 0.13, 0.11, 0.12, 0.04, 0.09, 0.09]
}